1.
{"formula": "C8H16", "method": "the ωB97M-V functional and the def2-TZVPD basis", "symbols": ["C", "C", "C", "C", "C", "C", "C", "C", "H", "H", "H", "H", "H", "H", "H", "H", "H", "H", "H", "H", "H", "H", "H", "H"], "xyz": [[-1.322476, -1.196538, -2.886101], [-0.484087, -0.189208, -2.099301], [0.538055, -0.878659, -1.181047], [0.028128, -1.083553, 0.256534], [-0.252019, 1.259535, 1.057114], [0.325540, 0.073352, 1.216829], [1.266485, -0.257732, 2.346205], [0.072108, 2.460436, 1.924867], [-1.532386, -2.103637, -2.307548], [-0.739687, -1.530033, -3.740931], [-2.288271, -0.786834, -3.172661], [-0.017059, 0.509598, -2.798776], [-1.113651, 0.445263, -1.470446], [0.777721, -1.860716, -1.570536], [1.486867, -0.331646, -1.171041], [-1.047243, -1.223926, 0.176761], [0.453161, -1.999471, 0.635757], [-0.930346, 1.440964, 0.238731], [1.855099, 0.619506, 2.597987], [1.848039, -1.147257, 2.148808], [0.707601, -0.520232, 3.251000], [0.163810, 2.163194, 2.973695], [0.971987, 2.976345, 1.589652], [-0.767375, 3.161239, 1.984444]], "atomic_forces_ev_per_a": [[0.096, -0.182, 0.450], [-0.069, 0.132, 0.287], [0.358, 0.314, 0.005], [-0.123, 0.750, -0.223], [0.607, 0.605, 0.492], [-0.375, -0.938, -0.521], [-0.629, 0.414, 0.266], [-0.822, -0.342, 0.466], [0.013, 0.182, 0.146], [-0.216, 0.004, -0.309], [0.065, 0.042, -0.361], [0.152, -0.153, 0.026], [-0.123, -0.132, -0.138], [0.044, -0.261, -0.350], [-0.107, 0.035, 0.099], [-0.231, -0.178, 0.174], [0.080, -0.294, 0.316], [-0.118, -0.108, -0.098], [0.443, -0.207, 0.065], [0.502, 0.088, -0.287], [-0.171, 0.127, -0.003], [0.467, -0.072, -0.106], [-0.017, 0.095, 0.096], [0.175, 0.077, -0.491]], "mulliken_charge": [-1.311, -0.151, -0.636, -1.108, 0.000, 0.815, -1.556, -1.398, 0.308, 0.323, 0.391, 0.367, 0.014, 0.444, 0.340, 0.380, 0.398, 0.258, 0.390, 0.413, 0.300, 0.378, 0.273, 0.370], "lumo_energy_ev": 1.10, "e_homo_ev": -8.7764, "relative_energy_kcal_mol": 6.6, "spin_multiplicity": 1}

***

2.
{"formula": "C8H16Br6N2O2", "method": "the ωB97M-V functional and the def2-TZVPD basis", "symbols": ["C", "O", "N", "C", "C", "H", "H", "H", "H", "H", "H", "H", "C", "O", "N", "C", "C", "H", "H", "H", "H", "H", "H", "H", "C", "Br", "Br", "Br", "H", "C", "Br", "Br", "Br", "H"], "xyz": [[0.170120, 3.174886, 4.547845], [-0.791957, 3.688162, 5.078872], [1.419382, 3.147413, 5.051583], [2.489966, 2.439777, 4.388937], [1.737251, 3.798895, 6.304412], [0.115287, 2.731653, 3.538663], [2.171389, 2.073083, 3.413460], [2.828628, 1.585280, 4.980024], [3.339656, 3.103889, 4.206000], [2.584197, 4.472755, 6.153874], [0.876382, 4.376509, 6.624626], [2.019075, 3.056563, 7.054051], [-2.939433, -4.677204, -2.127044], [-3.759819, -5.547768, -2.300725], [-1.666839, -4.685851, -2.606607], [-0.736869, -3.633059, -2.288351], [-1.152231, -5.825349, -3.332778], [-3.155946, -3.779629, -1.516576], [-0.240683, -3.246573, -3.183265], [0.068265, -3.998060, -1.638586], [-1.249192, -2.812094, -1.792530], [-0.223527, -6.169378, -2.869548], [-1.843463, -6.660961, -3.232568], [-1.024717, -5.606400, -4.392195], [-1.377994, 1.516501, -0.863205], [-1.690410, -0.370495, -0.657215], [-0.615235, 2.263804, 0.726391], [-3.035731, 2.426459, -1.293580], [-0.718499, 1.646727, -1.708346], [1.230405, 2.363273, -5.364724], [2.699118, 1.177567, -5.742958], [1.761235, 3.780137, -4.201997], [-0.249492, 1.401588, -4.636457], [0.961682, 2.787888, -6.319481]], "atomic_forces_ev_per_a": [[-0.216, 0.396, -0.144], [-0.022, -0.062, 0.015], [0.329, -0.122, -0.069], [0.119, 0.059, -0.190], [0.103, -0.037, -0.155], [-0.020, -0.209, 0.077], [-0.178, -0.023, 0.063], [0.029, 0.031, 0.026], [0.000, -0.012, 0.137], [0.002, -0.002, 0.028], [-0.051, -0.093, 0.103], [-0.093, 0.069, 0.117], [0.301, 0.068, 0.125], [-0.145, -0.149, -0.090], [-0.151, 0.038, 0.059], [0.385, -0.018, 0.029], [-0.244, -0.469, 0.333], [0.045, 0.002, -0.137], [-0.209, 0.038, -0.073], [-0.141, 0.012, 0.080], [0.010, -0.066, -0.050], [0.166, 0.237, -0.230], [-0.199, 0.183, -0.087], [0.205, 0.033, -0.015], [-0.593, 0.065, 0.031], [0.054, 0.007, 0.000], [0.187, 0.049, -0.054], [0.208, -0.080, -0.062], [0.166, 0.086, 0.089], [0.361, -0.148, -0.105], [0.108, -0.080, 0.005], [0.068, 0.251, 0.122], [-0.328, -0.127, -0.021], [-0.257, 0.072, 0.043]], "mulliken_charge": [0.830, -0.612, 0.051, -0.779, -0.939, -0.314, 0.202, 0.304, 0.313, 0.318, 0.302, 0.306, 0.224, -0.588, 0.106, -0.302, -0.960, 0.232, 0.329, 0.323, -0.350, 0.335, 0.325, 0.289, -0.124, 0.067, 0.045, 0.012, 0.038, -0.322, -0.009, -0.007, 0.019, 0.333], "lumo_energy_ev": -0.22, "e_homo_ev": -9.3794, "relative_energy_kcal_mol": 18.8, "spin_multiplicity": 1}

***

3.
{"formula": "C8H16Cl2LuN2O", "method": "the ωB97M-V functional and the def2-TZVPD basis", "symbols": ["Lu", "Cl", "Cl", "C", "H", "H", "C", "C", "H", "C", "H", "C", "H", "H", "C", "H", "H", "C", "H", "H", "H", "H", "N", "C", "N", "O", "H", "H", "H", "H"], "xyz": [[1.456831, -0.523729, 0.186036], [1.266054, -2.913926, -0.085867], [3.400902, -0.484560, 2.196719], [3.480004, 0.028481, 0.052919], [3.620706, 1.112333, 0.102056], [3.752722, -0.359194, -0.967625], [-0.531541, 1.196297, -0.711138], [0.417946, 0.556389, -1.368385], [-0.284908, 1.951867, 0.055756], [0.300476, -0.645362, -2.251095], [1.507027, 0.795294, -1.191241], [-0.955995, -0.441413, -3.070198], [1.206269, -0.730931, -2.859499], [0.245432, -1.590663, -1.645025], [-2.153930, -0.146657, -2.094524], [-0.811800, 0.436916, -3.732889], [-1.135042, -1.350990, -3.683618], [-1.978784, 0.937217, -1.051397], [-2.995220, 0.123641, -2.726712], [-2.411746, -1.093433, -1.601782], [-2.378322, 1.900887, -1.403020], [-2.474031, 0.646253, -0.116545], [0.761702, -0.149141, 3.883740], [-0.250208, 0.038328, 3.011318], [-1.471555, 0.310188, 3.515214], [-0.052514, -0.105646, 1.749998], [0.671098, 0.041724, 4.872251], [1.690305, -0.280440, 3.508136], [-2.272647, 0.364598, 2.892247], [-1.619221, 0.375672, 4.534169]], "atomic_forces_ev_per_a": [[2.439, -1.940, 3.374], [-0.061, -1.599, 0.050], [-0.709, -0.640, 3.739], [-0.928, 1.322, -4.078], [0.826, 0.053, 0.323], [0.668, -0.087, -0.284], [-0.760, 0.451, -0.656], [0.080, 0.603, -0.746], [-0.079, -0.250, -0.494], [-0.590, 0.116, -0.270], [0.309, 1.408, -0.777], [-0.496, 0.048, 0.244], [-0.055, 0.023, 0.002], [-0.156, 0.657, -0.661], [0.037, -1.037, -1.155], [-0.059, -0.520, 0.177], [-0.295, 0.657, 0.253], [0.874, 0.587, 0.577], [-0.356, -0.113, -0.013], [0.075, 0.140, -0.063], [-0.257, -0.189, 0.171], [-0.257, 0.215, -0.232], [-1.552, 0.491, 0.084], [1.801, -0.932, -1.235], [-0.963, 0.316, 0.709], [-1.359, 0.629, 2.778], [-0.094, -0.044, -0.338], [1.213, -0.211, -0.513], [0.557, -0.043, 0.323], [0.146, -0.111, -1.292]], "mulliken_charge": [-0.443, -0.623, -0.633, -0.655, 0.224, 0.175, -0.262, 0.995, 0.321, -0.171, -0.181, -0.845, 0.031, 0.129, -0.816, 0.378, 0.358, -0.350, 0.396, 0.281, 0.323, 0.103, -0.210, 0.503, -0.377, -0.227, 0.204, -0.035, 0.237, 0.171], "charge": -1, "lumo_energy_ev": [2.44, 2.42], "e_homo_ev": [-0.0444, -0.3764], "relative_energy_kcal_mol": 130.5, "spin_multiplicity": 1}

***

4.
{"formula": "C8H16ClGaIN2OP", "method": "the ωB97M-V functional and the def2-TZVPD basis", "symbols": ["C", "I", "H", "H", "H", "Ga", "P", "C", "C", "H", "H", "H", "C", "H", "H", "H", "H", "H", "H", "C", "O", "Cl", "N", "C", "C", "N", "C", "H", "H", "H", "H"], "xyz": [[3.203517, 1.349551, -1.912823], [1.657817, -0.175581, -2.668539], [2.814294, 1.969438, -1.118344], [3.427323, 1.959267, -2.793791], [4.096505, 0.800405, -1.607709], [0.583841, 0.914066, -0.604397], [0.872503, -0.730669, 1.025336], [0.873805, -2.445738, 0.438862], [2.454681, -0.395040, 1.852758], [-0.488634, 0.248463, 2.775859], [0.114123, -1.379178, 3.245204], [-1.255458, -1.211057, 2.092035], [-0.297807, -0.775922, 2.417921], [2.473433, 0.652455, 2.197693], [2.550763, -1.076612, 2.716261], [1.238539, -3.089535, 1.252721], [1.520142, -2.550768, -0.438023], [3.287590, -0.550115, 1.151056], [-0.146091, -2.744676, 0.169243], [-1.232491, -1.759852, -2.068438], [-2.242732, -1.993202, -2.543255], [0.985360, 2.989784, -0.071485], [-3.572834, 0.977518, 0.111878], [-3.699810, 1.235201, -1.247730], [-2.441482, 1.283857, -1.761610], [-1.542332, 1.037990, -0.722050], [-2.263646, 0.927556, 0.401908], [-4.322203, 0.812570, 0.775103], [-4.651816, 1.395756, -1.713237], [-2.109845, 1.461541, -2.768202], [-1.887056, 0.862524, 1.415796]], "atomic_forces_ev_per_a": [[0.918, -0.321, -1.132], [1.121, 1.299, 0.434], [-0.338, -0.172, -0.003], [-0.253, -0.261, 0.131], [-0.381, -0.257, -0.135], [-2.442, 1.036, 0.414], [0.366, -0.844, 1.369], [0.102, 0.018, -0.193], [0.190, 0.068, -0.154], [0.181, -0.397, 0.108], [-0.058, 0.227, -0.433], [0.360, 0.060, 0.157], [-0.553, 0.410, -0.018], [-0.014, -0.396, -0.066], [0.057, 0.293, -0.400], [-0.066, 0.200, -0.223], [-0.082, -0.109, 0.183], [-0.161, 0.006, 0.296], [0.280, 0.075, 0.101], [-2.380, -0.571, -1.183], [2.213, 0.456, 1.069], [-0.079, -0.791, -0.097], [0.567, 0.341, -0.598], [0.198, -0.094, 0.329], [0.079, -0.367, 0.781], [0.580, 0.255, 0.496], [-0.162, -0.253, -0.544], [0.075, 0.287, -0.167], [-0.158, -0.089, -0.066], [-0.057, 0.008, -0.060], [-0.102, -0.114, -0.397]], "mulliken_charge": [-0.683, 0.272, 0.177, 0.371, 0.359, 0.449, 1.025, -1.136, -1.218, 0.420, 0.453, 0.421, -1.403, 0.391, 0.429, 0.426, 0.355, 0.373, 0.321, 0.123, -0.154, -0.279, -0.029, -0.381, -0.412, 0.068, -0.318, 0.239, 0.430, 0.427, 0.483], "charge": 2, "lumo_energy_ev": -7.57, "e_homo_ev": -16.3104, "spin_multiplicity": 1}